(1)
An isolated molecule of C4H2Si, computed with ωB97M-V with the def2-TZVPD basis set.

## Properties
- Kohn-Sham gap: 7.07 eV
- Relative energy (zero: lowest compared OMol25 entry of this formula, charge and spin): 104.6 kJ/mol
- HOMO energy: -9.1 eV

Cartesian coordinates (Å):
C: 0.749 0.539 0.500
C: 1.676 1.380 0.669
C: -0.190 -0.564 0.827
C: 2.733 2.097 0.654
Si: -1.304 -0.974 -0.508
H: -2.673 -1.367 -0.136
H: -0.991 -1.111 -2.005

=====

(2)
A cluster of 2 separate species, C8H12Si in total, computed with ωB97M-V with the def2-TZVPD basis set.

## Properties
- Kohn-Sham gap (alpha / beta): 7.69 / 7.68 eV
- SMILES: C#C[Si](=C=C)CC.C=C
- Relative energy (zero: lowest compared OMol25 entry of this formula, charge and spin): 389.5 kJ/mol
- HOMO energy (alpha / beta): -7.8 / -7.7 eV

Cartesian coordinates (Å):
C: 0.455 2.355 2.098
C: 3.310 0.213 -1.883
C: 0.548 1.533 1.060
C: 2.512 0.247 -0.932
C: -1.741 0.115 -2.277
C: -0.711 -1.664 1.371
C: -1.969 0.775 -1.181
C: 0.591 -1.793 0.585
Si: 1.329 0.041 0.465
H: 0.806 2.260 3.060
H: 3.799 0.068 -2.810
H: -0.135 3.240 1.889
H: -0.766 0.179 -2.576
H: -2.564 -0.245 -2.803
H: -1.392 -1.293 0.678
H: -0.997 -2.650 1.480
H: -0.727 -1.195 2.358
H: -1.206 1.320 -0.581
H: -3.003 0.831 -0.787
H: 0.485 -2.149 -0.463
H: 1.377 -2.188 1.248

=====

(3)
A cluster of 2 separate species, C10H29BN2O5PSSi2 in total, computed with ωB97M-V with the def2-TZVPD basis set.

## Properties
- Charge: -1
- Kohn-Sham gap: 6.10 eV
- HOMO energy: -4.2 eV

Cartesian coordinates (Å):
N: 0.201 -2.568 4.041
B: 0.055 -2.403 2.620
O: 1.206 -2.221 1.913
C: -1.378 -2.405 1.894
C: -1.832 -3.888 1.758
S: -3.556 -4.203 2.085
O: -4.314 -3.623 1.016
O: -3.722 -5.584 2.418
O: -3.869 -3.395 3.412
C: -3.040 -2.266 3.800
C: -2.482 -1.568 2.576
P: -1.970 0.144 2.923
O: -2.926 0.926 3.743
H: 1.170 -2.506 4.333
H: -0.219 -3.370 4.486
H: 1.098 -1.976 0.993
H: -1.240 -1.999 0.887
H: -1.747 -4.237 0.727
H: -1.278 -4.578 2.397
H: -3.684 -1.615 4.387
H: -2.244 -2.645 4.440
H: -3.314 -1.440 1.872
H: -0.672 0.020 3.449
H: -1.735 0.603 1.614
C: 1.221 1.076 0.704
Si: 0.927 1.852 -1.007
C: 0.368 3.634 -0.639
C: -0.659 0.974 -1.613
N: 2.259 1.677 -1.961
Si: 2.575 2.125 -3.524
C: 2.490 3.996 -3.874
C: 1.444 1.344 -4.845
C: 4.332 1.618 -4.034
H: 0.334 1.153 1.339
H: 1.459 0.014 0.577
H: 2.063 1.545 1.218
H: -0.386 3.680 0.154
H: -0.058 4.106 -1.529
H: 1.228 4.233 -0.326
H: -0.426 -0.057 -1.897
H: -1.079 1.471 -2.492
H: -1.443 0.950 -0.846
H: 1.460 4.364 -3.832
H: 2.894 4.248 -4.860
H: 3.068 4.540 -3.121
H: 1.381 0.263 -4.687
H: 1.816 1.519 -5.860
H: 0.429 1.748 -4.789
H: 4.450 0.535 -3.942
H: 5.064 2.091 -3.374
H: 4.567 1.902 -5.064

=====

(4)
An isolated molecule of C7H14, computed with ωB97M-V with the def2-TZVPD basis set.

## Properties
- Kohn-Sham gap: 8.73 eV
- Relative energy (zero: lowest compared OMol25 entry of this formula, charge and spin): 359.2 kJ/mol
- HOMO energy: -7.9 eV

Cartesian coordinates (Å):
C: 1.646 0.602 0.068
C: 0.336 0.453 -0.716
C: 0.065 -0.741 -1.564
C: 0.894 -1.915 -1.278
C: -0.999 0.404 0.109
C: -1.052 -0.692 1.184
C: -1.351 1.748 0.730
H: 1.717 1.588 0.544
H: 2.499 0.519 -0.618
H: 1.778 -0.155 0.848
H: 0.214 1.337 -1.356
H: -1.741 0.215 -0.677
H: 1.578 -1.725 -2.132
H: 0.400 -2.866 -1.500
H: 1.503 -1.974 -0.364
H: -2.032 -0.718 1.676
H: -0.317 -0.496 1.975
H: -0.858 -1.698 0.798
H: -1.296 2.546 -0.018
H: -2.378 1.697 1.111
H: -0.688 1.992 1.567

=====

(5)
A cluster of 3 separate species, C5H16NO in total, computed with ωB97M-V with the def2-TZVPD basis set.

## Properties
- Kohn-Sham gap (alpha / beta): 9.33 / 10.27 eV
- 2S+1: 2
- <S²>: 0.753
- Relative energy (zero: lowest compared OMol25 entry of this formula, charge and spin): 59.9 kJ/mol
- HOMO energy (alpha / beta): -8.3 / -10.3 eV

Cartesian coordinates (Å):
C: 1.762 0.734 -0.269
C: 0.761 0.252 -1.364
C: -0.695 0.673 -1.005
C: -1.818 -0.308 -1.411
C: -1.270 -1.054 -2.637
N: 0.933 0.408 4.177
H: 1.669 0.049 0.608
H: 2.820 0.731 -0.514
H: 0.921 -0.818 -1.477
H: 1.238 0.576 -2.368
H: -1.046 1.663 -1.281
H: -0.636 -0.152 0.929
H: -2.699 0.191 -1.609
H: -1.989 -1.042 -0.578
H: -0.732 -0.357 -3.233
H: -0.605 -1.878 -2.497
H: -2.171 -1.455 -3.167
H: 1.573 1.728 0.025
H: 0.636 -0.519 4.159
H: 1.953 0.471 4.253
H: -0.591 -0.073 2.501
H: 0.602 0.873 5.007
O: -0.616 -0.691 1.753

=====

(6)
An isolated molecule of C19H28N2O4, computed with ωB97M-V with the def2-TZVPD basis set.

## Properties
- Kohn-Sham gap: 9.48 eV
- SMILES: CC(C)CCOc1ccc(C(=O)NCCC(=O)N2CCOCC2)cc1
- Relative energy (zero: lowest compared OMol25 entry of this formula, charge and spin): 95.5 kJ/mol
- HOMO energy: -8.8 eV

Cartesian coordinates (Å):
C: 6.933 1.668 1.389
H: 7.646 2.292 0.852
H: 5.950 2.124 1.314
H: 7.216 1.654 2.439
C: 6.936 0.250 0.824
C: 8.309 -0.387 1.028
H: 9.070 0.170 0.485
H: 8.315 -1.414 0.671
H: 8.574 -0.390 2.082
C: 6.575 0.233 -0.667
C: 5.105 0.541 -0.938
O: 4.331 -0.494 -0.359
C: 2.984 -0.447 -0.462
C: 2.260 0.546 -1.118
C: 0.882 0.477 -1.159
C: 0.190 -0.577 -0.571
C: 0.917 -1.559 0.101
C: 2.291 -1.494 0.156
H: 2.863 -2.244 0.678
H: 0.417 -2.368 0.615
C: -1.292 -0.571 -0.673
O: -1.934 0.457 -0.831
N: -1.896 -1.782 -0.620
H: -1.353 -2.608 -0.439
C: -3.337 -1.889 -0.671
H: -3.608 -2.915 -0.924
H: -3.689 -1.224 -1.465
C: -3.979 -1.484 0.664
C: -5.484 -1.334 0.521
O: -6.243 -2.195 0.929
N: -5.934 -0.229 -0.113
C: -5.181 0.927 -0.555
H: -4.105 0.786 -0.482
C: -5.607 2.142 0.278
O: -6.995 2.371 0.181
C: -7.727 1.245 0.610
H: -8.780 1.499 0.483
C: -7.364 0.002 -0.207
H: -7.879 -0.879 0.179
H: -7.632 0.160 -1.257
H: -7.525 1.050 1.675
H: -5.120 3.047 -0.090
H: -5.327 1.980 1.330
H: -5.437 1.116 -1.605
H: -3.800 -2.261 1.409
H: -3.527 -0.555 1.013
H: 0.313 1.247 -1.658
H: 2.760 1.374 -1.596
H: 4.823 1.509 -0.506
H: 4.929 0.578 -2.022
H: 6.786 -0.758 -1.071
H: 7.186 0.960 -1.204
H: 6.190 -0.346 1.357

=====

| no. | maximum force (hartree/bohr) |
| --- | --- |
| 1 | 0.1932 |
| 2 | 0.0739 |
| 3 | 0.0122 |
| 4 | 0.0085 |
| 5 | 0.0901 |
| 6 | 0.0117 |